12
Properties=species:S:1:pos:R:3 method="wB97M-V/def2-TZVPD" relative_energy_kcal_mol=88.34 total_charge=0 gap_ev=7.6
N -0.91952 0.39276 1.88351
H -0.55570 0.39299 2.88195
C -0.37178 -0.12685 -1.73830
O -2.05217 -0.44180 -0.13385
H -2.01070 0.58989 1.69769
H 0.22271 -0.07625 -3.93415
C -0.07654 0.24309 0.81395
N 1.16166 0.21621 1.01171
C -0.14639 -0.24528 -2.95222
S 2.38767 -0.35599 -0.11901
C -0.86614 -0.17164 -0.34040
H 3.22689 -0.41710 0.92911